No. 1
Computed, not measured: a 8-piece molecular cluster, C56H54N3O18 overall, with the ωB97M-V functional and the def2-TZVPD basis.

Element x y z (Å)
O: 1.2519 2.8249 1.0806
O: -1.7818 0.3375 0.6963
O: -2.2500 0.8332 2.8301
O: -0.5368 7.0065 -1.6323
O: -4.6259 -12.6135 0.8869
O: -8.5643 -3.5053 0.3060
O: 5.5238 4.6076 -6.0980
O: 2.7219 8.4716 0.9550
O: 6.4283 6.8356 -2.4509
O: 7.3044 0.4189 -3.3948
O: 3.5399 3.2432 -8.5280
O: -0.6766 -9.2223 1.8590
O: 13.3708 1.8025 -0.4612
O: -1.6816 -2.8346 4.0886
O: 1.5567 -1.5979 8.0889
O: 8.5883 4.0642 -0.6505
O: 0.1623 4.5293 -4.6603
O: -9.7045 -0.8730 0.7509
N: -6.3386 -4.3186 0.2469
N: -4.6038 -3.0096 1.1825
N: -5.4934 -4.8336 2.3492
C: 0.2624 6.1671 0.4148
C: 0.4906 -0.8916 6.1129
C: -3.4474 -5.6113 3.3647
C: -10.0238 1.1385 2.0849
C: 0.8401 3.7849 0.4539
C: 11.1914 1.9043 0.4200
C: 0.9344 2.8804 -6.1528
C: 0.4470 3.6651 -0.9684
C: -0.1309 6.0480 -1.0137
C: 6.7390 2.7037 -3.3607
C: -1.5783 -10.0044 1.6347
C: 4.9339 7.7340 0.6346
C: -0.6167 -3.5345 6.0656
C: 1.9059 5.2208 -6.0760
C: -1.5963 1.0355 1.8497
C: 6.5372 1.2741 -5.4495
C: -3.7209 -11.8417 1.1081
C: 12.2777 2.3204 -0.5039
C: 5.5756 7.2067 -1.6735
C: -3.5941 -11.1608 2.4229
C: -1.0121 -1.9760 0.6238
C: -0.0038 4.7125 -1.6563
C: 6.8975 1.3798 -4.0122
C: -1.7025 -10.6850 0.3230
C: -2.4864 -6.2756 3.1445
C: 0.1964 -3.2256 7.0718
C: 4.2098 7.5643 -2.1343
C: -0.6534 -0.5079 0.3991
C: 5.9342 3.6521 -5.4730
C: 6.2939 3.7591 -4.0378
C: 9.6846 3.5447 -0.6052
C: 2.7666 3.5444 -7.6473
C: -0.9363 -2.5474 5.0082
C: -2.6955 -11.5357 0.0776
C: -4.5966 -4.7067 3.5086
C: -10.1070 -2.0250 1.4546
C: 9.9894 2.4714 0.3722
C: -10.5603 0.2325 0.9825
C: 6.0905 2.3280 -6.1275
C: 2.7589 4.9032 -7.0460
C: 0.7139 5.1156 1.0931
C: 0.9331 4.2370 -5.5543
C: 5.8637 7.3210 -0.2221
C: -5.4596 -4.0632 1.2788
C: 3.5700 8.0944 0.1753
C: 11.9703 3.3952 -1.4819
C: -8.9635 -2.9825 1.5750
C: -2.6005 -10.3107 2.6653
C: 1.7847 2.5583 -7.1230
C: 10.7678 3.9618 -1.5287
C: -0.3227 -1.2039 5.1074
C: -7.2880 -3.1864 -0.1036
C: 0.8166 -1.8781 7.1752
C: -2.4279 -2.3396 0.1557
C: -3.1297 -3.2897 1.1317
C: 3.2790 7.9764 -1.2772
H: 11.4367 1.1200 1.1245
H: -2.3300 -2.8773 -0.7888
H: -6.1644 -5.5824 2.3963
H: -2.8055 -12.0422 -0.8727
H: 0.4455 -3.9292 7.8558
H: -11.5724 -0.0930 1.2359
H: -9.1883 1.7230 1.7087
H: 7.0073 2.7611 -2.3128
H: -10.4007 -1.7523 2.4769
H: -10.7919 1.7971 2.4802
H: 0.1527 -0.2550 1.0886
H: -0.2891 4.6423 -2.7029
H: -2.4892 -9.8055 3.6166
H: 1.0080 5.1791 2.1333
H: -9.6566 0.5200 2.9052
H: -1.0786 -4.5093 5.9694
H: 1.8836 6.2029 -5.6213
H: -4.2483 -3.6824 3.6149
H: -4.3504 -11.3981 3.1603
H: -7.2931 -3.0974 -1.1853
H: -0.3114 -0.3302 -0.6173
H: 6.6602 0.2996 -5.9048
H: -2.7392 -3.1167 2.1296
H: 5.8221 2.2770 -7.1760
H: -5.1574 -5.0360 4.3799
H: -6.9426 -5.0899 0.5165
H: -0.5789 -0.4993 4.3267
H: 5.1223 7.8276 1.6965
H: -0.9444 -10.4490 -0.4129
H: 12.7754 3.6840 -2.1453
H: 2.2769 8.2458 -1.5903
H: -10.6560 0.8098 0.0643
H: 0.2118 2.1786 -5.7557
H: -4.8489 -2.5383 0.3181
H: 1.8062 1.5745 -7.5745
H: -9.3009 -3.8193 2.1918
H: 4.0234 7.4726 -3.1972
H: -0.8674 -2.2093 1.6774
H: -10.9902 -2.4848 1.0016
H: 0.1662 7.1479 0.8633
H: -2.8957 -4.3151 0.8557
H: -1.6120 -6.8701 2.9861
H: 6.1757 4.7351 -3.5821
H: 6.8650 7.0517 0.0892
H: 0.9487 0.0845 6.2075
H: -6.9355 -2.2581 0.3439
H: 3.4829 5.6053 -7.4350
H: 9.1835 2.1826 1.0347
H: -3.0183 -1.4497 -0.0489
H: -8.1465 -2.5022 2.1190
H: 0.5495 2.6825 -1.4130
H: -0.8240 1.8106 1.8104
H: 10.5207 4.7460 -2.2332
H: -0.2895 -2.5881 0.0850

As for the total energy: -3684.33690 a.u. Its total charge is +1. The calculation puts the energy above the lowest of the compared OMol25 structures with the same formula, charge and spin at 0.000 eV. The orbital gap comes out at 7.896 eV.

***

No. 2
Computed, not measured: C34H40CdN4O2P2 as an isolated structure, with the ωB97M-V functional and the def2-TZVPD basis.

Element x y z (Å)
Cd: -0.7280 -1.1732 1.7473
P: -1.6362 0.1120 -0.6756
P: 1.1656 1.2293 0.2720
O: -0.1820 1.4206 3.0849
O: -0.6050 2.8525 1.3398
N: -2.6918 -1.4062 -1.0546
N: -2.6560 1.2114 -1.5809
N: 1.9844 -0.1658 0.9636
N: 2.5748 2.2356 0.3291
C: 2.9744 -0.9477 0.4451
C: -3.1389 -2.3093 -0.0786
C: -0.8535 4.4805 5.8026
C: 0.4356 -4.8858 -1.2763
C: 0.1322 -2.8407 -2.6017
C: -1.3708 5.7122 5.3544
C: -2.3855 1.9123 -2.7605
C: 3.1482 -2.0932 1.2249
C: 1.9092 -5.1428 -1.6415
C: -0.7140 3.4249 4.9014
C: 2.1791 -2.0739 2.2242
C: 2.4639 3.5325 0.8648
C: 1.0822 0.7465 -1.4975
C: -3.4517 2.7632 -3.0324
C: 3.9380 1.9883 0.1088
C: -3.8411 -3.0824 -2.0842
C: -1.7393 5.8614 4.0045
C: -3.8486 -3.3362 -0.6806
C: 2.8099 -4.0710 -1.1439
C: -3.9211 1.6245 -1.1163
C: -2.5457 0.0498 2.1199
C: 1.2413 -2.9136 -3.6057
C: -3.1351 -1.8957 -2.2834
C: 4.6624 3.1153 0.4757
C: 3.7253 4.0927 0.9533
C: 0.0327 -3.4617 -1.4099
C: -1.0152 3.5818 3.5453
C: -0.5675 2.5091 2.5717
C: -0.1841 -0.0975 -1.7573
C: 3.1734 -2.9861 -1.8395
C: -4.4209 2.5818 -1.9877
C: 1.4315 -0.8589 2.1443
C: -1.5771 4.7923 3.1111
C: 2.6744 -2.5654 -3.1875
H: -0.5690 4.3193 6.8438
H: -0.7831 -2.4021 -3.0415
H: 0.9660 -2.2027 -4.3974
H: 5.7368 3.2178 0.4321
H: 1.4763 3.9080 1.0858
H: -1.8250 4.8963 2.0531
H: -5.3730 3.0900 -1.8908
H: -4.3080 -4.1690 -0.1604
H: -2.9171 -1.3720 -3.2029
H: -3.5345 3.4391 -3.8743
H: 3.9162 -2.8352 1.0495
H: 0.2520 -5.2401 -0.2547
H: -1.4835 6.5544 6.0410
H: 3.5212 -0.6749 -0.4518
H: -2.5424 0.0654 3.2184
H: 3.2348 -4.2833 -0.1637
H: -2.1705 6.8001 3.6294
H: -0.5166 -0.0328 -2.7966
H: -4.3084 -3.6897 -2.8477
H: -0.4584 -3.0160 -0.5410
H: 2.0112 0.2366 -1.8045
H: 1.3396 -0.1814 3.0004
H: 2.0022 -5.2710 -2.7223
H: -2.5448 1.0939 1.7883
H: 3.9419 5.0796 1.3296
H: -1.4519 1.7458 -3.2803
H: 1.2439 -3.8977 -4.0833
H: -0.3148 2.4551 5.1887
H: 2.2042 -6.0764 -1.1535
H: 4.0664 -2.4219 -1.5417
H: 2.8265 -1.4771 -3.2615
H: 4.2941 1.0583 -0.3008
H: 3.3294 -2.9873 -3.9717
H: -0.1807 -5.5075 -1.9472
H: -2.9324 -2.1613 0.9736
H: 1.0340 1.6667 -2.0945
H: -4.3184 1.1996 -0.2055
H: 1.9636 -2.8697 2.9247
H: 0.1048 -1.1455 -1.6181
H: -3.4622 -0.4348 1.7562

As for the total energy: -2539.28389 a.u. Its total charge is 0. The orbital gap comes out at 6.379 eV.

***

Q: The lowest orbital gap belongs to which entry?
A: C34H40CdN4O2P2

***

Q: What is the orbital gap in the second record?
A: 6.379 eV

***

Q: Which formula does entry 2 have?
A: C34H40CdN4O2P2

***

Q: Which formula does entry 2 have?
A: C34H40CdN4O2P2